Record 1
5
Properties=species:S:1:pos:R:3:forces:R:3:mulliken_charge:R:1 method="wB97M-V/def2-TZVPD" e_lumo_ev=-0.75 charge=0 gap_ha=0.334 mol_weight_g_mol=167.937 multiplicity=1 relative_energy_kcal_mol=33.7 smiles=N#CNI homo_energy_ev=-9.8 largest_force_ha_per_bohr=0.14383
N 1.59794 -0.98872 0.97146 0.8 -0.8 0.4 -0.32
C 0.83514 -0.39277 0.36993 -4.0 4.2 -2.5 0.26
N -0.21968 0.65551 -0.39073 3.8 -0.4 6.4 -0.49
I -1.45813 -0.37088 -1.44523 -2.2 -1.7 -1.9 0.22
H -0.75527 1.09687 0.49457 1.6 -1.4 -2.5 0.34



Record 2
97
Properties=species:S:1:pos:R:3:forces:R:3:mulliken_charge:R:1 method="wB97M-V/def2-TZVPD" e_lumo_ev=-4.89 charge=+1 gap_ha=0.218 mol_weight_g_mol=984.651 multiplicity=1 homo_energy_ev=-10.8 largest_force_ha_per_bohr=0.22822
N 1.09898 -2.70893 2.66411 -0.2 1.3 -2.3 -0.45
B 1.45056 -1.49706 1.82124 1.8 1.4 1.6 0.88
O 2.42171 -0.52148 2.39788 -5.4 -4.3 -9.5 -0.37
C 0.79088 -1.15494 0.32116 -1.8 1.0 -4.1 0.23
C 1.85385 -1.07245 -0.92484 -2.0 0.6 -0.4 -0.03
C 3.45279 -1.30391 -0.59432 3.2 -2.0 0.4 0.47
C 3.97154 -2.86899 -0.40055 2.7 3.7 0.3 -0.26
C 5.59473 -3.08315 -0.08543 -2.9 4.0 -0.8 -0.49
C 6.50667 -1.72348 -0.01625 -2.4 -0.7 -0.6 -0.21
N 6.06664 -0.30136 -0.21899 -4.4 -5.1 -0.2 -0.44
C 4.59539 -0.13600 -0.47518 0.0 -2.0 -0.1 0.19
C 1.23476 -0.75178 -2.43299 -3.8 -0.6 4.1 -0.40
S 2.37573 -0.67737 -3.96382 7.2 3.0 -0.6 1.11
O 3.71407 -1.42506 -3.77583 -6.0 1.5 -0.3 -0.49
O 2.72983 0.82366 -4.19859 -3.1 -5.5 0.4 -0.49
F 1.63229 -1.41716 -5.36418 0.7 1.5 3.0 -0.28
C -0.41381 -0.49406 -2.54880 2.4 -0.4 1.0 0.08
C -0.94863 -0.12090 -4.08555 -1.7 0.2 0.7 -0.22
C -1.49111 -1.48555 -4.82939 1.3 -1.0 0.0 -0.33
C -1.57184 -1.39723 -6.46254 -0.7 -0.1 -0.5 -0.84
C -2.11747 0.02434 -7.06526 1.4 -0.4 -2.4 0.66
F -2.31050 -0.20116 -8.54686 0.6 0.7 4.5 -0.31
F -1.10581 1.14313 -6.99014 -3.3 -3.4 0.1 -0.28
C -3.57309 0.51514 -6.49429 -2.4 2.5 -1.7 0.70
F -4.40432 0.91003 -7.69292 2.6 -1.4 4.5 -0.26
F -4.35551 -0.52322 -5.78436 2.9 3.7 -2.0 -0.22
F -3.40404 1.78770 -5.71400 -0.9 -4.7 -2.0 -0.24
N -1.36284 -0.58942 -1.33503 3.6 -0.5 0.1 0.33
C -2.85730 -0.37608 -1.59590 -1.8 0.9 -0.8 -0.58
C -3.30720 1.20790 -1.61580 -1.2 0.1 -0.4 0.01
C -4.95213 1.20180 -1.31203 0.3 0.5 -0.7 -0.60
C -5.79580 0.29257 -2.40456 -1.2 0.6 0.0 0.08
O -6.48674 -0.80845 -1.65814 1.2 -0.3 -1.9 -0.56
C -0.84318 -0.88348 0.08912 3.7 -0.1 -2.2 0.00
C -1.77072 -0.94852 1.43468 -0.8 -1.5 -1.5 -0.53
O -1.51660 0.09540 2.43529 -1.3 8.1 -7.8 0.02
C -1.97804 1.42266 2.02518 0.7 2.4 1.4 0.77
F -3.38116 1.50405 1.56199 4.7 -0.5 1.2 -0.25
F -1.05157 2.11940 1.05596 -3.3 -2.4 2.7 -0.26
F -1.91500 2.28042 3.26853 -0.3 -3.2 -4.5 -0.25
H 0.88990 -3.51552 2.03577 -0.3 0.8 1.0 0.28
H 0.28369 -2.42922 3.25252 0.9 -0.7 -0.3 -0.04
H 1.97243 0.37694 2.45856 1.1 -1.5 -1.5 0.21
H 3.19715 -3.74802 -0.49959 1.8 1.9 0.2 0.32
H 5.97147 -4.18655 0.04919 -0.6 2.6 -0.2 0.31
H 7.67011 -1.89170 0.19374 -2.9 0.6 -0.5 0.30
H 4.20540 0.98452 -0.61261 1.1 -2.7 0.4 0.10
H -1.89519 0.60416 -4.01958 2.2 -1.4 0.2 -0.27
H -0.14994 0.48566 -4.70984 -1.3 -1.6 1.5 0.66
H -2.51454 -1.89214 -4.41396 2.0 1.2 -0.7 0.37
H -0.69120 -2.33498 -4.57989 -1.8 1.8 -0.7 0.31
H -2.35638 -2.22885 -6.80447 1.6 2.0 0.6 0.32
H -0.57328 -1.66034 -7.02572 -1.9 0.9 1.3 0.34
H -3.20716 -0.82185 -2.64725 1.3 0.7 2.4 -0.25
H -3.55349 -0.90863 -0.81018 1.9 0.9 -1.3 0.40
H -2.71394 1.89546 -0.87751 -1.2 -1.6 -1.2 0.11
H -3.21001 1.71770 -2.68673 0.1 -1.4 2.2 0.27
H -5.19475 0.83232 -0.21302 0.5 0.8 -2.4 0.23
H -5.29502 2.31809 -1.47525 0.6 -2.3 0.7 0.38
H -6.68103 0.93079 -2.88804 2.1 -1.1 1.0 0.30
H -5.15617 -0.09722 -3.30428 -1.0 0.6 1.8 -0.14
H -6.67001 -1.57635 -2.28471 0.3 1.7 1.1 0.31
H -2.92564 -0.98903 1.25963 2.3 0.2 -0.1 0.34
H -1.50448 -1.98316 1.96964 -0.3 2.7 -1.7 0.25
C 1.77331 1.59362 7.04083 -0.5 0.3 0.4 -0.50
C 0.79691 0.47519 6.68658 0.4 -0.2 0.8 -0.38
O 0.57866 0.60093 5.28325 0.6 0.7 -0.7 -0.03
S 1.93893 1.16784 4.58418 1.0 -0.1 1.7 1.06
O 2.67495 0.04291 4.05132 0.2 4.8 8.5 -0.44
O 1.59786 2.32961 3.79656 0.3 -1.8 0.3 -0.59
O 2.68509 1.66462 5.94593 -0.5 -0.3 -0.6 -0.35
H 1.25830 2.55660 7.11819 0.0 -0.1 0.1 0.32
H 2.31031 1.39330 7.97184 0.1 0.0 -0.3 0.33
H -0.14606 0.55711 7.23236 0.1 0.1 -0.4 0.37
H 1.24043 -0.50870 6.87251 0.0 0.1 0.1 0.28
C 4.79055 5.14427 -1.91012 0.6 0.5 -0.1 -0.35
C 5.90924 4.41455 -1.17136 0.0 -0.3 -0.7 -0.30
O 5.48460 4.35979 0.18859 -1.2 0.3 0.2 -0.31
S 3.85725 4.25842 0.23185 0.0 0.5 0.3 0.97
O 3.49588 2.86727 0.39073 0.1 1.6 -0.1 -0.34
O 3.35698 5.30489 1.09269 0.6 -1.8 -1.0 -0.57
O 3.57785 4.68262 -1.31730 0.2 -0.7 0.9 -0.29
H 4.85556 6.22597 -1.75440 0.0 -0.1 0.0 0.29
H 4.79619 4.93086 -2.98236 -0.2 -0.1 0.3 0.32
H 6.86904 4.92985 -1.25519 -0.2 0.0 0.3 0.33
H 6.01554 3.38653 -1.53357 0.0 0.1 -0.1 0.23
C -3.23593 -3.39559 5.48169 0.2 -0.8 0.0 -0.36
C -1.97761 -3.39977 6.34559 -0.6 -0.2 0.6 -0.39
O -1.09225 -2.47384 5.71983 -0.3 0.6 -0.9 -0.30
S -1.97066 -1.29083 5.02031 -0.2 -0.1 1.3 0.93
O -2.00856 -0.16252 5.92398 -0.2 -1.4 -1.8 -0.64
O -1.56738 -1.17886 3.63784 -0.4 -5.5 8.5 -0.47
O -3.41798 -2.03888 5.07995 1.0 0.8 0.1 -0.35
H -3.09748 -4.00194 4.58074 0.0 0.0 0.1 0.25
H -4.11304 -3.75241 6.02817 0.1 0.3 -0.1 0.35
H -1.51897 -4.38944 6.40869 0.1 0.3 -0.2 0.34
H -2.19145 -3.03301 7.35509 0.0 -0.1 -0.1 0.32